(1)
{
  "formula": "C39H99N5O13",
  "method": "ωB97M-V/def2-TZVPD",
  "species": ["O", "O", "O", "O", "O", "O", "O", "O", "O", "O", "O", "O", "O", "N", "N", "N", "N", "N", "C", "C", "C", "C", "C", "C", "C", "C", "C", "C", "C", "C", "C", "C", "C", "C", "C", "C", "C", "C", "C", "C", "C", "C", "C", "C", "C", "C", "C", "C", "C", "C", "C", "C", "C", "C", "C", "C", "C", "H", "H", "H", "H", "H", "H", "H", "H", "H", "H", "H", "H", "H", "H", "H", "H", "H", "H", "H", "H", "H", "H", "H", "H", "H", "H", "H", "H", "H", "H", "H", "H", "H", "H", "H", "H", "H", "H", "H", "H", "H", "H", "H", "H", "H", "H", "H", "H", "H", "H", "H", "H", "H", "H", "H", "H", "H", "H", "H", "H", "H", "H", "H", "H", "H", "H", "H", "H", "H", "H", "H", "H", "H", "H", "H", "H", "H", "H", "H", "H", "H", "H", "H", "H", "H", "H", "H", "H", "H", "H", "H", "H", "H", "H", "H", "H", "H", "H", "H"],
  "coordinates": [[4.348481, 3.378038, -3.478005], [-6.624529, -2.114752, -9.403835], [9.270591, 15.370568, 0.506355], [-6.348139, -9.220592, 2.822115], [7.264571, 9.847348, 3.289545], [-7.501899, -3.106182, 8.906895], [-1.933759, 0.506498, -0.889315], [2.145651, 7.869338, -1.450575], [3.191741, -1.162472, 1.943645], [6.360571, -6.998922, -5.658525], [-7.567429, 0.421078, 5.064065], [-7.324059, -6.273512, -0.696635], [6.221321, -8.790572, -0.785355], [7.477891, 13.293918, 1.999035], [1.225551, -0.369202, -0.580255], [6.050121, -9.484572, -3.647215], [-8.485729, -8.332862, 0.773435], [-5.906489, -1.597242, 5.802915], [0.258251, 7.007388, -0.393135], [3.902571, -0.976332, 3.179585], [6.829661, 8.681828, 2.651815], [9.090901, 15.854568, -0.857835], [7.118411, -8.799132, -3.054805], [4.929091, 2.558898, -4.484215], [-0.013039, -0.774772, -1.289625], [-8.497479, 1.493948, 5.171385], [-8.727779, -6.131062, -0.483805], [-0.810869, 0.415438, -1.739695], [5.308711, -7.897662, -5.466125], [5.504011, 3.581638, -5.462945], [-6.193849, -1.653492, 7.232955], [-6.458219, -5.483992, 0.131685], [7.425981, -9.152032, -1.574595], [1.148711, -0.408972, 0.874565], [8.075201, 14.520138, 2.400185], [-5.211499, -0.404382, 5.401515], [2.448291, 0.026648, 1.573385], [6.307261, -7.710992, 0.197255], [-8.572339, -9.088772, 1.961025], [6.879571, 10.967698, 2.514055], [6.135571, 1.678478, -4.025345], [-7.658239, -8.699612, 3.152645], [-6.226289, 0.812768, 5.407805], [8.113191, 15.588708, 1.345985], [-6.359969, -4.084332, -7.868555], [-2.669479, 1.656308, -0.786885], [-8.394469, -4.226902, 9.084745], [-9.072199, -6.966342, 0.850995], [-6.038729, -2.595472, -8.201105], [-7.177139, -2.812852, 7.554405], [-6.449859, -1.743402, -6.993665], [-5.382919, -8.892572, 3.752925], [5.889221, -9.245342, -5.045355], [7.520461, 12.210038, 2.997595], [0.175371, 7.932598, -2.779745], [6.063931, -5.625062, -5.674425], [0.777381, 8.071048, -1.333975], [4.021591, 2.799108, -2.785485], [7.698471, -10.201102, -1.459315], [6.712271, -6.840932, -0.319525], [-7.516529, -7.627202, 3.286675], [-0.066559, 6.128618, -0.950245], [0.548531, 9.072218, -0.968735], [7.499671, 7.971028, 3.135495], [8.255981, 15.359828, -1.354045], [-0.372319, 1.412588, -1.701495], [-9.287039, 1.337798, 4.436325], [-5.340709, -7.853662, 4.080015], [-9.615119, -9.132142, 2.275395], [8.553471, 11.940018, 3.216845], [-1.111859, 0.188108, -2.762345], [-6.669279, -3.679232, 7.130665], [7.015441, 8.661068, 1.577965], [9.011661, 16.941648, -0.866985], [7.771121, 12.987428, 1.082425], [6.295421, 3.204488, -6.110655], [-5.885519, 1.489788, 4.624465], [-6.620079, -0.708172, 7.568815], [1.002441, 6.772908, 0.367985], [-5.955899, -1.848052, -6.027675], [-9.011209, 1.493798, 6.132725], [-8.135219, 2.521098, 5.128655], [5.921411, 0.904518, -3.288305], [-5.455429, -9.402502, 4.713565], [-2.661739, 2.433168, -1.551445], [6.853321, -7.749042, -3.177885], [2.955051, 0.763148, 0.949795], [8.310681, -8.591272, -1.273015], [-6.072199, 1.309828, 6.365565], [-7.501689, -1.964422, -6.812245], [4.551871, -7.571692, -4.752655], [6.573061, -9.701902, -5.760905], [-6.607829, -4.404572, 0.107745], [-6.629639, -2.846862, -10.024805], [4.749151, -8.068382, -6.385825], [-7.949679, -9.159062, 4.097135], [-8.542659, -4.366312, 10.155585], [-7.944649, -5.123312, 8.657875], [7.225031, 15.715518, 0.726965], [3.150121, -1.090002, 3.959965], [2.020831, -0.820782, -1.008845], [4.594181, -1.802452, 3.344805], [-4.430639, -0.098502, 6.097785], [-5.744509, -4.792452, -8.423425], [-6.756319, -1.333752, 5.324935], [6.617341, 1.198978, -4.877445], [2.302161, 6.978178, -1.771415], [4.679951, 4.005588, -6.036785], [4.271001, 1.815668, -4.934355], [0.227031, 6.900198, -3.125545], [0.798051, -1.360512, 1.274215], [7.443531, 14.919708, 3.193545], [7.056871, 12.587458, 3.909045], [5.847621, -5.206062, -6.657145], [2.149941, 0.481658, 2.517865], [-6.457469, -5.943052, 1.120295], [6.984761, 10.951468, 1.429265], [5.931111, 4.461628, -4.982015], [-7.435359, -4.236542, -7.776455], [-5.444319, -5.626592, -0.242195], [4.408961, -0.017322, 3.289055], [5.253611, -5.387812, -4.985075], [-9.110989, -6.618782, -1.380125], [-6.220769, -0.739632, -7.351525], [-8.062499, -2.555222, 6.973135], [-4.833639, -0.435192, 4.379575], [-10.137799, -6.866882, 1.057615], [6.866591, 2.340958, -3.561835], [-4.963549, -2.489202, -8.345365], [5.345661, -7.431142, 0.627485], [5.797881, 10.943458, 2.646185], [-0.621469, 7.397338, 0.118855], [5.247461, -9.238962, -3.085525], [5.817031, 8.487518, 3.005245], [0.277911, -1.465832, -2.080755], [6.855441, -7.869222, 1.125995], [-7.503579, -8.224852, 0.564125], [9.902641, 15.512068, -1.499615], [0.347361, 0.204158, 1.286885], [6.835761, -5.033942, -5.181515], [-9.142699, -5.133082, -0.625195], [5.046051, -9.925102, -5.168215], [-8.321959, -10.108042, 1.666915], [8.087071, 16.602598, 1.745285], [-0.872089, 8.229348, -2.833345], [8.022381, -9.103582, -3.582285], [-6.031829, -4.316962, -6.855485], [-2.316999, 2.279768, 0.034785], [-5.269239, -1.813632, 7.787525], [-0.644519, -1.385832, -0.644705], [-8.531249, -6.508682, 1.679265], [9.049551, 14.408088, 2.875785], [-9.401319, -4.117712, 8.681725], [-4.399559, -9.170362, 3.373555], [-3.716919, 1.409338, -0.613695], [0.710801, 8.664118, -3.384955]],
  "forces_ev_per_angstrom": [[-0.2, -0.8, 0.1], [-0.6, 0.0, 0.5], [-0.6, 0.3, -1.1], [-0.8, 0.2, -0.3], [1.2, 1.3, -1.3], [-0.4, 0.4, 0.1], [-0.3, -1.5, 0.0], [1.7, 0.9, 0.0], [0.9, 1.1, -0.4], [0.7, 0.8, 0.1], [0.9, 0.8, 0.6], [0.4, 1.5, -0.2], [0.7, -0.1, 0.9], [-0.9, -1.2, -0.4], [-0.8, 0.1, -0.2], [0.5, -1.4, 1.0], [-0.7, 1.5, -1.3], [-0.1, -0.6, -0.3], [-1.1, 0.5, 0.4], [-1.0, -0.7, -0.1], [0.9, -0.9, 1.6], [0.2, -0.8, 0.9], [1.6, 0.2, 1.2], [2.4, -0.2, -0.1], [1.7, 0.1, 1.0], [-0.9, -0.3, 0.5], [0.5, -2.3, 0.5], [-1.1, 0.4, -0.4], [0.5, -0.7, -0.6], [-0.7, 0.3, -0.6], [-0.3, 0.0, 1.2], [0.2, -1.1, -0.4], [-1.5, 1.4, -0.2], [0.3, 0.0, 0.2], [-0.7, 0.8, 0.9], [-0.8, 1.8, 0.2], [-1.1, -1.5, 0.7], [0.3, -0.1, -1.0], [-0.4, -0.8, 1.4], [-2.0, -0.1, 0.5], [-0.1, 0.8, 0.7], [1.0, -0.7, -0.9], [1.0, -0.1, -0.7], [0.6, 0.5, -1.2], [0.7, 0.8, 0.6], [-0.6, 1.7, 0.6], [0.7, 0.4, 0.0], [1.3, 1.0, -1.1], [0.9, -1.5, 1.4], [0.4, -0.2, -0.9], [-0.2, 0.4, -1.2], [1.2, 0.0, 0.9], [-3.2, -0.9, -0.2], [0.8, 1.4, -0.1], [-0.2, 0.9, 1.2], [-0.4, 0.4, 1.0], [-1.2, -1.2, -1.5], [-0.2, 0.0, 0.2], [-0.6, -0.2, 0.1], [0.1, 0.2, 0.2], [-0.4, 0.2, 0.1], [0.2, -0.2, 0.1], [0.5, 0.0, 0.1], [-0.3, -0.8, -0.4], [-0.7, 0.3, 0.4], [1.0, -0.3, -0.2], [0.2, 0.1, -0.2], [-0.2, 0.6, -0.6], [-0.1, 0.1, 0.2], [0.3, 0.0, 0.3], [-0.4, 0.4, -0.3], [-0.3, -0.4, -0.3], [-0.4, 0.1, 0.0], [-0.1, 0.0, -0.2], [0.3, -0.1, 0.1], [-0.3, -0.3, -0.2], [0.1, 0.4, 0.1], [-0.1, 0.2, 0.3], [0.0, -0.1, -0.1], [0.5, -0.6, -0.4], [0.1, -0.4, 0.4], [0.7, -0.2, -0.6], [-0.4, 0.0, 0.0], [-0.5, -0.6, 0.1], [0.3, -0.6, -1.1], [1.1, 0.7, 0.4], [0.5, -0.2, 0.0], [-0.1, 0.3, 0.2], [-1.0, 0.2, 0.2], [-0.2, 0.7, -0.1], [0.2, 0.3, 0.5], [0.9, 0.5, 0.5], [-0.6, 0.0, 0.2], [0.0, 0.0, -0.1], [0.0, 0.1, -0.5], [-0.4, 0.0, 0.1], [0.4, 0.1, 0.0], [0.0, -0.1, 0.0], [-0.4, -1.1, -0.2], [0.0, 0.3, 0.4], [0.1, -0.2, 0.7], [0.1, 0.1, -0.4], [0.3, -0.3, -0.2], [-0.7, -0.1, -0.7], [-1.0, -1.3, 0.1], [-0.2, 0.0, -0.1], [0.0, -0.1, -0.1], [0.1, -0.1, -0.4], [-0.8, 0.6, -0.2], [0.4, 0.1, -0.2], [0.5, -0.7, 0.0], [-0.1, 0.1, 0.3], [0.0, 0.0, 0.1], [0.0, -0.2, -0.1], [0.0, 0.4, 0.0], [-0.1, 0.6, 0.4], [0.7, -0.9, -0.3], [0.0, -0.3, 0.6], [0.0, -0.3, -0.8], [0.0, -0.2, -0.2], [0.0, 0.0, -0.3], [-0.7, -0.2, -0.2], [-0.4, -0.6, 0.3], [-0.8, 0.4, 0.4], [-0.4, -0.4, 0.0], [0.2, -0.6, 0.1], [-0.1, -0.7, 0.0], [0.2, 0.0, 0.0], [0.3, -0.2, 0.2], [-0.5, -0.4, -0.9], [-0.5, 0.8, -0.2], [-0.2, -0.2, 0.1], [-0.6, -0.2, -0.5], [-0.3, -0.3, -0.7], [-0.1, 0.4, -0.4], [0.8, -0.7, -0.3], [0.1, 0.1, -0.5], [0.6, 0.3, 0.6], [-0.1, 0.8, -0.8], [0.7, -0.3, -0.5], [0.4, 0.5, 1.0], [-0.5, -0.1, -0.8], [0.2, -0.2, 0.4], [0.9, 0.1, 0.7], [-0.2, -0.1, 0.2], [0.3, 0.6, -0.3], [0.2, 0.4, 0.3], [0.0, -0.2, 0.7], [0.2, 0.0, -0.1], [-0.2, 0.1, 0.2], [-0.3, 0.8, 0.2], [0.5, 0.0, -0.2], [0.0, 0.5, -0.5], [-0.1, 0.1, -0.3], [0.0, -0.1, 0.1], [0.1, -0.4, -0.3]],
  "lowdin_charge": [-0.0469, -0.0452, -0.1964, -0.1941, -0.1827, -0.1899, -0.1927, -0.0539, -0.2048, -0.1832, -0.2017, -0.2229, -0.2141, -0.0711, -0.0656, -0.0883, -0.0646, -0.0711, -0.0662, -0.1092, -0.1217, -0.0934, -0.2419, -0.4746, -0.1864, -0.1043, -0.1770, -0.2081, -0.2333, -0.0714, -0.2010, -0.0901, -0.1490, -0.2125, -0.2454, -0.1996, -0.1956, -0.0965, -0.2309, -0.2571, -0.0702, -0.1695, -0.2080, -0.2201, -0.0629, -0.1528, -0.0977, -0.1586, -0.4937, -0.2172, -0.0633, -0.1608, -0.2119, -0.1992, -0.0524, -0.1155, -0.5037, 0.0847, 0.1131, 0.0782, 0.1053, 0.0731, 0.1359, 0.0889, 0.0786, 0.1232, 0.0870, 0.0820, 0.1158, 0.1226, 0.1143, 0.1169, 0.0917, 0.0843, 0.1110, 0.0759, 0.1127, 0.1099, 0.0819, 0.0785, 0.0814, 0.0855, 0.0661, 0.0805, 0.0830, 0.1162, 0.1188, 0.1090, 0.1108, 0.0796, 0.1213, 0.1302, 0.0879, 0.0839, 0.1162, 0.1184, 0.0830, 0.0810, 0.1146, 0.0819, 0.1050, 0.0823, 0.1141, 0.0719, 0.0795, 0.0732, 0.0923, 0.0749, 0.1280, 0.0728, 0.1150, 0.1182, 0.1252, 0.0852, 0.1059, 0.0724, 0.1191, 0.0822, 0.0813, 0.0848, 0.0845, 0.0794, 0.1115, 0.0766, 0.1195, 0.1089, 0.1105, 0.0771, 0.1239, 0.0760, 0.1254, 0.0754, 0.1153, 0.0907, 0.1151, 0.0731, 0.1002, 0.0792, 0.1133, 0.0828, 0.1106, 0.1115, 0.1189, 0.1148, 0.0700, 0.1263, 0.0695, 0.0796, 0.1205, 0.1182, 0.0805, 0.1228, 0.0799, 0.0892, 0.0884, 0.0747],
  "de_lowest_kcal_mol": 152.9,
  "homo_energy_ev": -8.4,
  "smiles": "COCCNCCOC.COCCNCCOC.COCCNCCOC.COCCNCCOC.COCCNCCOC.CC(C)O.CC(C)O.CC(C)O",
  "total_energy_ha": -2796.7456,
  "e_lumo_ev": 0.2,
  "total_charge": 0
}

---

(2)
{
  "formula": "C3Br2O",
  "method": "ωB97M-V/def2-TZVPD",
  "species": ["Br", "Br", "O", "C", "C", "C"],
  "coordinates": [[-0.931809, 3.703440, -1.448942], [-1.609142, 1.263210, -0.331722], [2.223781, -2.128009, 0.519105], [1.210949, -1.576393, 0.509408], [0.068612, -0.977318, 0.494029], [-0.962391, -0.284929, 0.258122]],
  "forces_ev_per_angstrom": [[-0.2, -0.4, 0.2], [-0.1, 0.8, -0.4], [-0.7, 0.3, 0.1], [1.0, -0.6, 0.0], [-1.1, 0.5, -0.2], [1.1, -0.6, 0.3]],
  "lowdin_charge": [-0.2727, 0.7428, 0.2465, -0.1368, -0.0914, -0.4884],
  "de_lowest_kcal_mol": 49.3,
  "homo_energy_ev": [-8.5, -9.3],
  "total_energy_ha": -5337.4253,
  "e_lumo_ev": [-2.9, -2.2],
  "total_charge": 0
}

---

(3)
{
  "formula": "C3CaO2",
  "method": "ωB97M-V/def2-TZVPD",
  "species": ["Ca", "O", "O", "C", "C", "C"],
  "coordinates": [[-1.423605, -2.675170, 0.254814], [-1.074200, 0.457974, -0.571263], [0.785310, -0.315183, 0.329022], [-0.491778, -0.547360, -0.169496], [1.274160, 0.962016, 0.271233], [0.930113, 2.117723, -0.114310]],
  "forces_ev_per_angstrom": [[0.1, 0.1, 0.0], [-0.7, -1.7, -0.1], [0.5, -1.5, 0.4], [0.1, 2.4, -0.1], [-0.8, 0.9, -0.5], [0.8, -0.3, 0.4]],
  "lowdin_charge": [0.7534, -0.1483, -0.2951, -0.6480, -0.4852, -0.1768],
  "homo_energy_ev": [-2.7, -2.7],
  "total_energy_ha": -942.2038,
  "e_lumo_ev": [2.3, 1.5],
  "s_squared": 0.752,
  "total_charge": -1,
  "multiplicity": 2
}